ORCA calculation (ωB97M-V with the def2-TZVPD basis set) on a cluster of 4 separate species, C17H34B2F3O10 in total.

Each atom is followed by the atoms it is bonded to, with distances in Å.
Positions of all 66 atoms, in Å:
1 O -0.996 -1.440 -0.869  B2 1.397, H15 0.964
2 B -0.313 -0.272 -1.216  O1 1.397, O3 1.380, C4 1.587
3 O 0.517 -0.375 -2.314  B2 1.380, H16 0.968
4 C -0.448 1.056 -0.357  B2 1.587, C5 1.549, C11 1.583, O14 1.416
5 C -1.855 1.371 0.207  C4 1.549, C6 1.541, H17 1.100, H18 1.102
6 C -3.091 1.206 -0.698  C5 1.541, C7 1.514, H19 1.092, H20 1.101
7 C -3.425 2.384 -1.589  C6 1.514, F8 1.363, F9 1.325, F10 1.372
8 F -3.950 3.412 -0.863  C7 1.363
9 F -2.419 2.891 -2.286  C7 1.325
10 F -4.405 2.058 -2.491  C7 1.372
11 C 0.540 0.969 0.877  C4 1.583, O12 1.400, H21 1.102, H22 1.106
12 O 1.343 2.114 0.819  C11 1.400, B13 1.492
13 B 0.746 3.052 -0.176  O12 1.492, O14 1.496, H23 1.262, H24 1.228
14 O 0.092 2.108 -1.135  C4 1.416, B13 1.496
15 H -1.591 -1.256 -0.134  O1 0.964
16 H 0.315 0.359 -2.912  O3 0.968
17 H -1.836 2.403 0.585  C5 1.100
18 H -2.002 0.724 1.087  C5 1.102
19 H -3.073 0.304 -1.314  C6 1.092
20 H -3.977 1.130 -0.049  C6 1.101
21 H 0.016 0.981 1.846  C11 1.102
22 H 1.161 0.054 0.836  C11 1.106
23 H -0.133 3.780 0.363  B13 1.262
24 H 1.577 3.774 -0.719  B13 1.228
25 O -2.210 0.179 -3.841  C26 1.197
26 C -3.081 -0.589 -4.131  O25 1.197, O27 1.352, C30 1.512
27 O -3.897 -1.039 -3.153  C26 1.352, C28 1.425
28 C -5.043 -1.847 -3.404  O27 1.425, C29 1.515, H31 1.091, H32 1.089
29 C -4.693 -3.318 -3.507  C28 1.515, H33 1.090, H34 1.091, H35 1.090
30 C -3.244 -1.115 -5.539  C26 1.512, H36 1.090, H37 1.087, H38 1.087
31 H -5.584 -1.491 -4.283  C28 1.091
32 H -5.689 -1.675 -2.544  C28 1.089
33 H -4.031 -3.515 -4.350  C29 1.090
34 H -5.598 -3.914 -3.634  C29 1.091
35 H -4.183 -3.642 -2.600  C29 1.090
36 H -2.545 -1.939 -5.674  C30 1.090
37 H -2.971 -0.316 -6.224  C30 1.087
38 H -4.246 -1.458 -5.784  C30 1.087
39 O 0.677 1.335 4.078  C40 1.196
40 C 1.609 1.998 4.428  O39 1.196, O41 1.369, C44 1.512
41 O 1.601 2.460 5.717  C40 1.369, C42 1.424
42 C 2.708 3.152 6.284  O41 1.424, C43 1.516, H45 1.091, H46 1.091
43 C 2.697 4.630 5.947  C42 1.516, H47 1.089, H48 1.092, H49 1.090
44 C 2.744 2.390 3.509  C40 1.512, H50 1.089, H51 1.085, H52 1.088
45 H 3.649 2.679 5.997  C42 1.091
46 H 2.597 3.014 7.360  C42 1.091
47 H 2.789 4.793 4.873  C43 1.089
48 H 3.523 5.140 6.445  C43 1.092
49 H 1.759 5.080 6.274  C43 1.090
50 H 2.433 3.253 2.923  C44 1.089
51 H 2.914 1.578 2.808  C44 1.085
52 H 3.674 2.608 4.032  C44 1.088
53 O 2.381 -2.487 2.293  C54 1.197
54 C 2.680 -3.006 1.256  O53 1.197, O55 1.367, C58 1.508
55 O 3.567 -4.044 1.308  C54 1.367, C56 1.426
56 C 3.900 -4.828 0.165  O55 1.426, C57 1.515, H59 1.091, H60 1.090
57 C 4.984 -4.187 -0.678  C56 1.515, H61 1.090, H62 1.091, H63 1.090
58 C 2.173 -2.539 -0.085  C54 1.508, H64 1.090, H65 1.086, H66 1.086
59 H 3.009 -5.052 -0.424  C56 1.091
60 H 4.256 -5.773 0.576  C56 1.090
61 H 4.659 -3.232 -1.089  C57 1.090
62 H 5.256 -4.842 -1.508  C57 1.091
63 H 5.871 -4.007 -0.070  C57 1.090
64 H 2.785 -1.706 -0.430  C58 1.090
65 H 1.148 -2.197 0.022  C58 1.086
66 H 2.177 -3.316 -0.845  C58 1.086

Properties
HOMO, eV: -3.74
Charge: -1
E_LUMO, eV: 2.28
2S+1: 1
Gap between HOMO and LUMO, eV: 6.02
F_max, eV Å⁻¹: 0.7

These are the natural (NBO) partial charges, in e, on atoms 1 to 6:
1 O -0.916
2 B 1.159
3 O -0.930
4 C -0.153
5 C -0.432
6 C -0.495